53
Properties=species:S:1:pos:R:3:forces:R:3:mulliken_spin:R:1 method="wB97M-V/def2-TZVPD" multiplicity=2 max_force_ev_per_a=2.00 total_charge=-2 e_above_lowest_ev=1.8817 homo_lumo_gap_ev="5.9 / 6.0" e_tot_ev=-188212.6760 mol_weight_g_mol=674.5
Ru 0.565 0.535 -1.216 0.9 -1.8 -0.1 0.95
O -0.076 -1.609 -1.585 0.0 0.1 0.2 0.03
N 0.699 -2.374 -2.322 -0.1 0.1 0.0 0.00
C 0.699 -3.701 -2.074 0.0 0.0 0.0 0.00
C 1.459 -4.568 -2.810 0.0 0.0 0.0 0.00
C 2.265 -4.043 -3.829 0.0 -0.1 0.0 0.00
C 2.265 -2.694 -4.057 -0.1 0.2 0.0 0.00
C 1.458 -1.808 -3.302 0.1 -0.1 -0.3 -0.01
S 1.385 -0.133 -3.544 -0.2 0.4 0.1 0.02
H 0.053 -3.985 -1.256 0.0 0.0 0.0 0.00
H 1.425 -5.624 -2.587 0.0 0.0 0.0 0.00
H 2.888 -4.696 -4.428 0.0 0.0 0.0 0.00
H 2.883 -2.249 -4.824 0.0 0.0 0.0 0.00
O 4.815 -1.749 1.649 0.0 0.1 0.1 0.00
C 4.531 -0.484 2.260 0.0 -0.3 -0.2 0.00
C 3.357 0.213 1.559 0.0 -0.1 -0.1 -0.01
C 3.369 1.605 2.228 -0.1 0.1 0.0 0.00
O 2.216 2.398 2.155 0.1 0.0 -0.1 0.00
C 3.673 0.282 0.058 0.2 0.2 0.1 0.00
Se 2.739 1.662 -0.958 -0.6 0.0 -0.1 0.01
C 2.114 -0.643 1.787 -0.1 0.1 0.1 0.00
Se 0.328 -0.081 1.168 -0.2 0.5 -0.1 0.04
H 5.506 -2.177 2.159 0.0 0.0 0.0 0.00
H 5.414 0.165 2.199 0.0 0.0 0.0 0.00
H 4.281 -0.625 3.318 0.0 0.0 0.0 0.00
H 4.238 2.134 1.804 0.0 0.0 0.0 0.00
H 3.555 1.473 3.300 0.0 0.0 0.0 0.00
H 2.048 2.551 1.208 -0.1 -0.1 0.0 0.00
H 3.452 -0.666 -0.429 0.1 -0.1 0.1 0.00
H 4.743 0.475 -0.075 0.0 0.0 0.0 0.00
H 1.977 -0.823 2.857 0.0 0.0 0.0 0.00
H 2.296 -1.603 1.310 0.1 -0.1 0.1 0.00
C -0.321 2.239 -1.798 0.5 0.5 0.1 -0.07
H 0.398 2.965 -2.184 -0.2 0.2 -0.1 0.00
H -0.833 2.645 -0.924 -0.1 0.1 -0.1 0.01
H -1.033 1.950 -2.572 -0.1 0.0 0.0 0.02
N -2.604 0.028 -0.839 0.0 0.2 0.0 0.00
C -3.552 0.650 -0.005 0.0 -0.2 -0.3 0.00
C -4.885 0.693 -0.421 -0.1 0.0 0.0 0.00
C -5.854 1.321 0.342 0.0 0.1 0.1 0.00
C -5.521 1.928 1.550 0.2 -0.2 -0.1 0.00
C -4.193 1.896 1.959 -0.1 0.0 -0.1 0.00
C -3.212 1.268 1.193 0.0 0.1 0.1 0.00
S -6.807 2.646 2.563 0.1 0.1 0.0 0.00
O -6.101 3.493 3.516 0.0 0.1 0.1 0.00
O -7.650 3.374 1.622 -0.1 0.1 -0.1 0.00
O -7.481 1.506 3.173 -0.1 -0.1 0.1 0.00
H -3.008 -0.551 -1.557 0.1 -0.1 0.0 0.00
H -1.808 -0.418 -0.407 -0.2 -0.1 0.3 0.00
H -5.158 0.221 -1.362 0.0 0.0 0.0 0.00
H -6.885 1.348 0.011 0.0 0.0 0.0 0.00
H -3.931 2.379 2.892 0.0 0.0 0.0 0.00
H -2.180 1.261 1.526 0.0 0.0 0.0 0.00